Here is 4 unconnected molecules or ions with the total composition C17H38INO6PS4 from OMol25. Energies are from ωB97M-V with the def2-TZVPD basis set.

Cartesian coordinates (Å):
C: -4.387883 -1.678211 -6.031926
C: 1.849380 -0.865148 -0.557844
H: -2.004724 -1.025855 -2.155624
H: -4.571412 -0.003575 -7.379853
H: 5.555828 1.009956 -0.531232
H: -7.019838 -0.375226 -5.608161
H: -3.647615 -2.205361 0.186193
H: 1.976286 0.974734 3.610802
S: 4.972106 1.315628 1.741057
H: 0.289166 -1.300505 -2.007153
O: 4.594913 2.642986 1.342495
H: 0.970965 -0.980655 6.757390
S: -5.126185 0.135804 -4.285257
C: -5.233362 -0.680340 -6.835733
N: -3.909688 3.179374 -0.867541
H: -5.021430 -2.474523 -5.635277
C: 7.201932 0.250187 0.736377
O: 4.019181 0.440716 2.372408
C: 6.444667 1.375800 2.768760
H: -0.086109 1.228646 4.929263
C: -0.125873 -1.564650 4.987926
C: 0.733641 0.707104 5.427961
O: -5.880294 -0.602181 -3.306695
H: 0.041243 -2.601414 5.267400
C: 1.750114 0.251141 4.388429
O: 0.209134 -0.755067 2.500677
H: -0.078595 -1.806691 -0.364409
H: 2.385209 -0.196532 -1.240269
H: -3.419304 -1.471361 -4.041450
H: 6.923046 2.337975 2.587161
S: -2.412258 -1.798033 0.489912
C: 0.201606 -0.565515 6.102209
H: -0.376966 0.591115 0.301710
H: 6.879365 -0.728999 2.643234
H: 6.132185 1.300491 3.807370
H: 1.180132 1.394851 6.145562
C: -2.975791 1.179750 0.295354
C: 7.291341 0.210565 2.269625
P: -2.437890 -0.061106 -1.138175
H: -3.615322 -2.139624 -6.646036
H: -2.481467 0.983490 -2.112561
H: -6.249446 1.145787 -6.125009
H: -3.969974 0.832466 0.608701
H: -1.133256 -1.445741 4.592915
H: -5.866295 -1.181268 -7.568150
H: 7.608174 -0.654184 0.286006
C: -3.779732 -0.883937 -4.884582
O: 1.957132 -2.245691 3.479840
C: -6.074074 0.113842 -5.832536
H: -2.296374 1.054395 1.141853
H: 5.194121 -0.522175 0.294828
H: 7.781028 1.095556 0.359561
C: -3.041983 2.599609 -0.137156
H: -2.995793 -0.205880 -5.220517
S: 0.994395 -1.182424 3.622119
H: 2.675952 -0.097636 4.845742
C: -0.515607 0.212736 -0.716675
H: 1.949338 -0.464104 0.459470
H: 2.338399 -1.848343 -0.576799
H: -0.677005 -0.361762 6.713268
H: 8.320348 0.288552 2.618717
H: -2.215560 3.240928 0.198644
I: 0.218658 1.867935 -1.923632
H: -4.627001 2.515384 -1.163949
C: 5.725316 0.424718 0.368763
O: -4.669428 1.471041 -4.026856
H: -3.815698 -0.400576 -1.376057
C: 0.374936 -0.998970 -0.952588

Cartesian forces, eV/Å:
C 0.0 0.0 0.0
C 0.0 0.1 0.1
H 0.0 -0.1 0.2
H 0.0 0.0 0.0
H 0.0 0.0 0.0
H 0.0 0.0 0.0
H -0.1 0.0 -0.1
H 0.0 -0.1 0.0
S 0.1 -0.2 -0.1
H 0.0 0.0 0.2
O 0.0 0.1 0.0
H 0.0 0.0 0.0
S 0.0 -0.1 -0.3
C 0.0 0.0 0.0
N 0.0 -0.1 0.1
H 0.0 0.0 0.0
C 0.0 0.0 0.0
O 0.0 0.1 0.1
C 0.1 0.0 0.0
H 0.0 0.0 0.0
C 0.0 0.0 0.1
C -0.1 0.0 -0.1
O -0.1 0.0 0.0
H 0.0 0.0 0.0
C 0.0 0.0 0.2
O 0.0 0.1 -0.1
H 0.1 0.1 -0.1
H -0.1 0.0 0.1
H 0.0 0.0 0.0
H 0.0 0.0 0.0
S 0.0 -0.3 0.4
C 0.0 0.0 -0.1
H -0.1 -0.2 -0.2
H 0.0 0.0 0.0
H 0.0 0.0 0.0
H 0.0 0.0 0.0
C -0.3 0.0 0.1
C 0.0 0.0 0.0
P 0.3 0.5 -0.4
H 0.0 0.0 0.0
H 0.0 0.0 0.0
H 0.0 0.0 0.0
H 0.2 0.0 -0.2
H 0.0 0.0 0.0
H 0.0 0.0 0.0
H 0.0 0.0 0.0
C 0.0 0.0 0.2
O 0.1 0.0 0.0
C 0.1 0.0 0.0
H -0.1 0.0 -0.1
H 0.0 0.0 0.0
H 0.0 0.0 0.0
C 0.2 0.2 0.1
H 0.0 0.0 0.0
S -0.1 -0.1 0.1
H 0.0 0.0 0.0
C 0.1 -0.1 0.1
H 0.0 -0.1 -0.2
H -0.1 0.1 0.0
H 0.0 0.0 0.0
H 0.0 0.0 0.0
H 0.0 -0.1 -0.1
I 0.0 0.1 0.0
H 0.0 -0.1 0.0
C 0.0 0.0 -0.1
O -0.1 0.1 0.1
H 0.0 -0.1 0.1
C -0.1 -0.1 -0.1

F_max	0.737	eV/Å
total charge	-1
E	-3408.455819	Eh

natural (NBO) population analysis, charges in e, atoms 1 to 6: -0.41, -0.62, -0.16, 0.21, 0.26, 0.24


Here is 16 unconnected molecules or ions with the total composition C17H39F14N3O17S at a distorted geometry from OMol25. Energies are from ωB97M-V with the def2-TZVPD basis set.

Cartesian coordinates (Å):
F: 2.894113 -0.687506 -3.106670
O: 4.903241 3.433951 0.105820
H: 3.252391 -3.742426 -4.517477
H: 2.854746 9.853319 -1.357575
C: -0.592570 -2.710771 -2.394065
H: -3.812523 -8.396242 2.511005
C: -1.739363 3.755412 3.279529
O: 3.281563 7.693744 -1.268457
H: -2.699067 4.377134 0.274144
C: 0.441376 -4.870682 0.173328
H: 2.490170 -1.294259 4.101723
S: -0.173928 -5.204761 1.958227
H: 1.788280 -2.189922 3.095167
N: -1.172197 1.429876 -1.818873
C: 0.035990 -0.499887 -3.491707
H: 2.889641 6.903546 -0.885689
H: 5.797873 5.443033 -0.260430
C: -1.716445 2.343783 -1.074709
O: -3.647661 -0.590811 -3.837881
F: -0.910779 -6.196303 -1.212223
H: -1.025484 -0.282504 -3.431619
H: 5.471412 -2.327241 -3.888481
H: 1.287081 -2.292672 -3.376651
H: -0.117535 -2.412973 -4.408164
H: 5.451842 -0.908689 -3.339404
F: -1.060543 -3.903921 1.950681
C: 2.177195 0.171472 -2.330761
H: -1.935393 7.559355 -0.614102
O: 2.247234 10.603447 -1.325727
F: 1.037786 -4.339123 2.549409
O: -1.634100 6.009542 5.563473
F: -1.365881 -6.100845 1.431292
H: -1.134113 5.111239 0.502307
F: -0.857689 -4.850898 -3.246042
O: 5.915955 6.397309 -0.195429
H: -3.017307 0.942615 0.715453
H: -6.397038 -0.674009 1.847153
O: 5.995174 -1.701197 -3.372268
F: 1.317595 -5.825089 -0.135114
C: 0.876940 2.022886 -0.720314
F: 0.748682 -6.483212 2.071783
F: -1.901546 -2.646177 -2.766020
O: -0.486114 0.648209 4.340314
H: -3.994334 -1.251097 -4.445720
F: 1.108113 -4.399049 -2.467416
O: -3.446865 1.635256 1.227118
C: -0.660647 -4.915311 -0.924686
H: -1.799305 3.681240 4.337910
F: -0.477903 -2.048764 -1.217366
F: -0.655086 -5.489263 3.437210
O: 2.026651 -1.272376 3.257549
H: -0.890881 0.170011 5.070035
H: -2.237741 6.574512 6.054617
H: 3.389696 -2.268915 -4.153712
H: 3.986643 0.724023 -1.288799
H: 0.349517 -0.176801 -4.487146
N: 0.293676 2.969649 0.058428
H: -1.461326 6.484469 4.744199
C: -1.699787 4.193480 0.659467
O: 3.554210 -2.897566 -4.868075
H: -3.864576 1.162164 1.954314
F: 1.110846 -3.726002 0.169344
H: 6.276402 6.536004 0.686006
H: 4.160488 7.731506 -0.868250
O: -4.886782 -7.314644 0.851801
H: -3.271279 -1.104990 -3.116301
H: -2.780653 2.511743 -1.177992
H: 0.556023 -4.803055 6.241631
C: -0.981663 3.127912 -0.138676
C: 0.243796 -2.018467 -3.456767
H: -4.221461 -6.654428 0.632469
H: -2.406940 -7.957682 2.887170
H: -6.469761 0.250649 0.638772
O: -2.090433 7.219548 0.273145
O: -6.040506 0.146826 1.493375
C: 2.272100 1.795812 -0.598875
C: -0.202669 -4.208672 -2.255989
H: 1.110121 -4.570774 4.842571
O: 2.982636 2.511680 0.352123
H: -2.690568 7.858350 0.670484
C: 0.829287 0.299490 -2.491080
H: 1.496382 10.307833 -1.847069
C: 0.169589 1.259607 -1.668038
O: 1.162396 -4.244775 5.745685
O: -3.076167 -8.614725 3.094962
C: -1.695061 3.899830 2.088652
H: 0.032143 -0.020519 3.875221
F: -1.808864 -4.340053 -0.538025
C: 2.924821 0.898142 -1.386055
N: 3.825164 3.457835 -0.325014
H: -5.630146 -7.109324 0.277104

Cartesian forces, eV/Å:
F -0.1 0.0 -0.1
O -0.1 0.3 0.3
H 0.0 0.0 -0.1
H -0.2 -0.1 0.1
C 0.8 0.9 -0.6
H -0.1 0.0 0.0
C 0.0 0.1 -0.4
O 0.1 0.2 0.0
H -0.1 -0.2 0.1
C 0.4 -0.4 0.1
H 0.0 0.1 0.0
S 0.8 -0.1 0.6
H 0.0 0.0 0.0
N 0.1 0.0 0.0
C 0.4 -0.2 -0.4
H -0.1 0.0 0.0
H 0.0 0.0 0.0
C 0.1 0.1 -0.1
O 0.0 0.0 0.0
F 0.0 -0.2 0.1
H 0.0 0.2 0.1
H 0.1 0.0 -0.1
H 0.0 0.0 0.2
H 0.1 -0.1 0.0
H 0.0 0.0 0.0
F -0.2 0.0 -0.3
C 0.0 0.4 0.4
H 0.0 0.0 0.0
O 0.1 0.1 0.0
F 0.0 0.0 0.0
O 0.0 0.1 0.1
F -0.1 0.1 -0.1
H -0.1 0.1 0.1
F 0.1 0.0 -0.1
O -0.1 0.1 0.1
H 0.0 -0.1 0.0
H 0.0 0.0 0.0
O -0.1 -0.1 0.1
F 0.0 -0.2 0.0
C 0.4 -0.1 0.0
F -0.2 -0.1 -0.1
F -0.1 -0.2 0.4
O -0.1 -0.2 0.0
H 0.0 0.0 0.0
F 0.2 0.0 0.2
O 0.1 -0.1 -0.2
C 0.1 0.4 -0.5
H 0.1 -0.1 0.0
F -0.1 -0.3 0.3
F -0.1 0.1 0.0
O -0.1 0.0 0.0
H 0.0 0.0 0.0
H 0.0 0.0 0.0
H -0.1 0.0 -0.2
H 0.0 0.0 0.0
H 0.0 0.0 -0.1
N -0.1 -0.3 -0.5
H 0.0 -0.1 -0.1
C 0.7 -0.2 -0.1
O 0.0 0.0 0.2
H -0.2 0.1 0.0
F -0.4 0.5 0.1
H 0.0 0.0 0.0
H 0.1 -0.2 -0.1
O 0.1 0.1 0.0
H 0.0 0.1 0.0
H -0.1 0.0 0.0
H 0.0 0.0 0.0
C -0.6 0.3 0.4
C -0.4 0.0 -0.3
H 0.0 0.0 0.0
H 0.0 0.0 0.0
H 0.1 0.1 0.0
O -0.1 0.2 -0.1
O 0.0 -0.2 0.1
C -0.1 0.4 0.3
C -0.9 -0.3 0.0
H 0.0 0.0 0.1
O 0.3 -0.4 -0.1
H 0.0 0.0 0.1
C -0.2 -0.3 0.0
H 0.0 0.0 0.0
C 0.1 -0.1 0.1
O 0.0 0.1 0.0
O 0.0 0.0 0.0
C -0.3 0.3 0.5
H 0.2 0.1 0.0
F -0.1 0.1 0.1
C -0.2 -0.1 -0.2
N 0.1 -0.2 -0.4
H -0.1 -0.1 0.0

F_max	1.330	eV/Å
total charge	0
E	-3910.622753	Eh

Mulliken population analysis, charges in e, atoms 1 to 6: -0.21, -0.38, 0.33, 0.35, 1.04, 0.36


Here is 3 unconnected molecules or ions with the total composition C17H39N4O3 at a distorted geometry from OMol25. Energies are from ωB97M-V with the def2-TZVPD basis set.

Cartesian coordinates (Å):
H: -0.818647 -2.021153 -6.041651
C: -0.525710 -1.092846 0.610549
C: 1.309578 -0.639084 3.794993
H: 1.089611 -2.512675 5.780114
H: 0.258817 1.576688 -2.418588
O: 2.206165 -0.165986 4.797271
N: -1.752463 1.651011 -1.601809
C: -3.895403 2.412474 -0.299721
H: 3.234992 0.034786 0.737763
H: -4.203726 2.765179 0.798165
C: 1.898694 -0.522788 6.143003
H: -0.517144 -0.096818 -2.022028
H: 2.821929 -2.476389 6.104575
H: -2.772044 0.454156 0.024195
C: -5.565539 0.657804 0.396122
H: 2.414914 1.385842 1.769612
H: 1.341010 -1.731470 3.744822
C: 1.235061 -1.369781 -6.210150
C: 1.953124 1.524118 -0.550042
H: -6.402063 1.196961 1.023166
H: 1.643424 -0.970969 -2.936595
H: 2.377360 0.886978 -1.456492
C: -2.461752 1.551405 -0.270274
N: 0.645803 -0.508869 0.201687
C: 2.950612 -2.320266 -3.959190
H: 3.979850 1.770610 0.684697
H: -0.138792 0.957275 3.976710
H: -0.751421 -0.502755 3.158871
C: 1.615426 -1.605187 -3.828209
H: 0.027892 1.347631 1.849398
N: -5.041386 1.500710 -0.760970
C: 2.946899 1.188712 0.745972
H: 0.960367 -0.051333 6.453063
H: -0.551821 -0.478259 4.913984
H: 2.212991 -1.766373 -6.502097
H: 1.691443 -0.275760 2.835739
N: -0.089540 1.832307 0.909302
H: 2.684427 -0.086478 6.771074
C: 0.161130 -2.441258 -6.293264
H: 2.978418 -2.975525 -4.831823
H: -1.470708 3.454342 0.497831
H: 0.114820 -2.855978 -7.304750
H: 1.660464 -2.239466 7.430689
H: 3.765066 -1.593709 -4.069194
H: -4.620640 0.791139 -1.428119
H: -4.692785 0.300581 1.123215
H: -1.748802 2.634875 -1.952705
C: 0.413809 0.962612 -0.202563
H: 0.799943 -2.317813 -3.673398
H: 0.531854 2.693881 0.975546
C: -0.115205 -0.139424 3.972611
C: -1.510378 2.307108 0.826254
O: 1.319389 -0.749371 -4.929205
O: -1.621401 -1.534607 1.288498
H: 0.997978 -0.576174 -6.928617
H: -6.029539 -0.343492 -0.047292
H: -3.840833 3.332380 -1.025253
C: -0.396687 0.999456 -1.610444
H: 1.938852 2.692660 -0.794076
H: -2.003730 2.321401 1.906366
H: 3.143253 -2.934466 -3.073412
H: 0.350190 -3.265066 -5.601176
C: 1.862607 -2.023496 6.377249

Cartesian forces, eV/Å:
H 0.1 0.0 -0.1
C -2.4 0.2 3.8
C 0.2 0.1 0.4
H 0.0 0.0 0.1
H -1.3 -1.3 1.8
O -0.1 0.1 -0.5
N 0.1 -0.2 1.3
C -0.5 -0.7 0.3
H -0.8 2.5 0.0
H 0.9 -0.6 -2.4
C 0.0 -0.2 0.2
H 0.4 2.1 1.1
H -0.1 0.1 0.1
H 1.0 2.1 -0.6
C -0.2 -1.2 0.3
H 1.2 -0.1 -1.8
H -0.1 0.0 0.0
C -0.1 -0.1 -0.1
C 0.6 -1.0 1.0
H 1.8 -0.9 -1.3
H -0.1 0.1 -0.1
H -1.1 1.6 1.8
C -0.3 1.4 0.4
N -7.2 -1.7 2.3
C 0.1 0.0 0.0
H -2.4 -1.0 0.1
H 0.0 0.0 0.1
H 0.0 0.0 0.2
C 0.1 0.0 -0.4
H 0.0 0.3 -1.3
N 1.5 -1.0 0.9
C 0.4 -0.5 -0.4
H 0.0 0.0 0.0
H -0.1 0.1 -0.1
H 0.0 -0.1 0.0
H 0.2 -0.1 0.2
N 0.4 0.4 1.5
H -0.1 0.0 -0.4
C -0.1 0.0 0.1
H 0.0 0.0 0.1
H -0.1 -2.6 0.6
H 0.0 0.1 0.1
H 0.0 0.1 -0.1
H -0.2 -0.1 0.1
H -0.7 1.4 0.8
H -1.7 0.8 -1.2
H 0.1 -1.2 0.6
C 3.1 -0.6 -3.0
H 0.0 -0.1 0.0
H -0.7 -1.4 -0.2
C -0.1 0.0 -0.1
C -3.0 1.9 0.3
O 0.0 0.2 0.3
O 9.0 3.2 -6.0
H 0.1 0.0 0.3
H 0.9 2.3 0.9
H 0.1 -1.7 1.4
C -0.3 0.4 -1.5
H -0.2 -2.6 0.4
H 1.2 -0.3 -2.2
H 0.0 0.1 -0.1
H 0.0 0.0 -0.1
C 0.1 -0.1 -0.1

F_max	11.309	eV/Å
total charge	+1
E	-1115.367289	Eh

natural (NBO) population analysis, charges in e, atoms 1 to 6: 0.21, 0.87, -0.07, 0.20, 0.25, -0.54


Here is a molecular structure, C17H39OP3SeTc at a distorted geometry from OMol25. Energies are from ωB97M-V with the def2-TZVPD basis set.

Cartesian coordinates (Å):
C: 2.079429 4.858745 -4.877552
H: 3.004309 1.604810 -5.390427
H: -1.157213 -0.063494 5.074459
H: 3.076774 -1.801500 2.063126
H: -3.635627 -0.392167 2.157566
H: 1.092767 5.586470 -3.085698
C: -2.946936 0.078344 2.872233
H: -3.289560 -0.131289 3.896092
H: -0.356965 -3.932300 1.199265
H: -0.520330 -2.836802 3.302466
H: -3.648276 0.247998 -1.619580
C: -2.769777 -2.137146 -0.177093
H: -0.270585 1.166947 4.114365
H: -0.616086 2.187135 -0.801588
C: -1.201140 -1.126692 -2.323723
H: 2.109987 5.837884 -5.361436
H: -3.354491 -1.932001 0.729571
C: 1.511881 4.721589 -3.598909
H: 1.512046 -0.207500 0.414856
C: -2.946433 0.602949 -0.852291
H: -3.457067 -2.297950 -1.020658
H: 1.038600 3.365602 -1.979852
H: -1.928899 2.267178 1.343249
H: 3.039981 -3.236933 -0.566699
C: 2.453549 -2.325870 -0.741237
H: -2.173903 -3.045860 -0.022506
C: -1.484166 -2.325071 3.187112
H: -3.487598 0.791887 0.084618
O: 1.980592 0.941552 2.366753
H: 1.639147 -2.345760 2.985186
H: 0.928993 2.426624 0.127319
C: 2.213110 -2.477069 2.059630
C: -0.109339 2.059075 0.164937
H: -0.364329 2.462335 2.296350
P: 1.200854 -2.171209 0.575387
C: 0.340474 -3.751742 0.375178
H: -2.100163 -1.081944 -2.954935
H: -2.088461 -2.850453 2.436907
H: 3.111502 -1.450376 -0.721289
H: 1.119036 -4.524916 0.384834
H: 0.479593 -0.420405 4.436775
Se: 1.855083 0.676637 -2.873787
H: -2.946335 1.160640 2.703997
H: 3.045549 3.821864 -6.523003
H: -0.448851 -0.401797 -2.689122
P: -1.239547 -0.576169 2.720530
C: 2.611613 3.728108 -5.528108
H: -2.478332 1.535756 -1.184990
C: 1.984128 2.324777 -3.626509
C: 2.587321 2.483946 -4.907438
H: 1.983225 -2.371579 -1.729423
H: -0.185796 -3.786556 -0.585101
C: -0.467876 0.095077 4.233938
H: 2.600546 0.473158 2.953024
H: 2.419341 1.779316 2.133384
P: -1.697586 -0.711441 -0.618017
Tc: -0.070904 -0.183151 0.776185
H: 2.568773 -3.511881 1.998181
C: -0.848856 2.111165 1.377047
C: 1.475863 3.477970 -2.970237
H: -0.756671 -2.131688 -2.362221
H: -2.015953 -2.334852 4.148902

Cartesian forces, eV/Å:
C -0.1 0.0 0.3
H 0.0 0.1 -0.1
H 0.1 0.0 -0.3
H -0.1 -0.2 0.0
H 0.1 0.1 0.3
H 0.1 -0.1 -0.2
C 0.0 0.4 -0.8
H 0.2 0.0 -0.3
H 0.1 -0.1 -0.2
H -0.3 0.1 0.1
H 0.1 0.1 0.2
C 0.3 -0.2 0.4
H 0.0 -0.3 0.2
H 0.1 -0.4 0.5
C 0.8 0.2 -0.1
H 0.0 -0.3 0.1
H 0.1 -0.1 -0.3
C 0.5 1.8 -1.7
H -0.2 -0.2 0.4
C 0.2 0.4 0.4
H 0.2 0.1 0.2
H 0.1 0.1 -0.3
H 0.2 -0.5 -0.1
H -0.2 0.2 0.0
C -0.2 0.7 -0.2
H -0.3 0.3 -0.1
C 0.1 -0.1 -0.4
H 0.0 -0.1 -0.3
O -0.1 -0.1 -0.2
H 0.2 -0.1 -0.2
H -0.3 -0.7 0.4
C -0.1 0.4 0.1
C -1.2 1.3 1.5
H 0.0 -0.5 -0.3
P 1.2 -2.0 0.4
C -0.5 0.0 0.0
H 0.2 -0.1 0.2
H 0.1 0.1 0.3
H 0.1 -0.2 0.0
H -0.2 0.1 0.0
H -0.2 0.1 0.0
Se 0.2 -1.0 0.5
H -0.2 -0.3 0.2
H -0.1 0.0 0.1
H -0.6 -0.4 0.1
P -0.7 -1.1 3.2
C -0.2 2.6 -0.6
H -0.3 -0.2 0.0
C 0.1 1.4 -0.4
C -0.5 -2.0 1.7
H 0.1 -0.1 0.1
H 0.1 -0.1 0.2
C 0.5 0.3 -0.4
H -0.2 0.3 -0.1
H -0.1 -0.3 0.2
P -3.3 -1.5 -2.8
Tc 2.2 3.3 0.1
H 0.0 0.2 0.1
C 1.5 0.9 -2.0
C 0.3 -2.2 0.1
H -0.2 0.2 0.0
H 0.1 0.0 -0.2

⟨S²⟩	3.7917
2S+1	4
F_max	4.618	eV/Å
total charge	+4
E	-4250.993414	Eh

natural (NBO) population analysis, charges in e, atoms 1 to 6: -0.19, 0.27, 0.30, 0.27, 0.26, 0.27


> Which of these has the lowest E?

C17H39OP3SeTc


> Among the records above, which one has the lowest total charge?

C17H38INO6PS4